Version a
{"formula": "C5H9Cl", "method": "ωB97M-V with the def2-TZVPD basis set", "homo_lumo_gap_ev": 10.72, "smiles": "C#CC.CCCl", "charge": 0, "e_lumo_ev": 0.79, "homo_ev": -9.9, "elements": ["C", "H", "H", "H", "C", "C", "H", "H", "C", "H", "H", "H", "C", "H", "Cl"], "coordinates": [[0.90, 0.54, -1.32], [-2.18, -0.32, 3.05], [0.67, 0.63, -0.26], [0.78, -1.56, -2.08], [-1.40, 0.46, 1.27], [-1.31, -0.43, 2.35], [-0.13, 0.65, -1.81], [1.53, 1.31, -1.76], [1.41, -0.91, -1.51], [-1.41, -1.37, 2.06], [-1.57, 2.01, -0.34], [-0.39, -0.28, 2.89], [-1.55, 1.32, 0.44], [1.73, -1.21, -0.45], [2.92, -0.85, -2.50]], "lowdin_charge": [-0.20, 0.11, 0.02, 0.04, -0.21, -0.11, 0.08, 0.06, -0.61, 0.02, 0.02, 0.09, 0.10, 0.09, 0.49]}

=====

Version b
{"formula": "C5H9Cl", "method": "ωB97M-V with the def2-TZVPD basis set", "homo_lumo_gap_ev": 9.63, "smiles": "CC(C)=C(C)Cl", "charge": 0, "e_lumo_ev": 0.97, "homo_ev": -8.7, "elements": ["H", "H", "H", "C", "C", "H", "C", "C", "Cl", "H", "H", "H", "H", "H", "C"], "coordinates": [[-2.35, 0.43, 0.70], [2.16, 0.20, -1.25], [-0.39, -1.45, -0.89], [-0.35, 0.25, 0.23], [-1.44, 0.71, 1.19], [-1.55, 1.78, 1.35], [-0.21, -1.28, 0.11], [0.42, 1.15, -0.43], [0.02, 2.83, -0.11], [-1.40, 0.13, 2.01], [0.92, 0.88, -2.42], [0.62, -1.84, 0.46], [2.20, 1.82, -1.33], [-0.98, -1.74, 0.77], [1.46, 0.94, -1.47]], "lowdin_charge": [0.08, 0.04, 0.05, -0.33, -0.09, 0.03, -0.04, -0.67, 0.66, 0.03, 0.09, 0.07, 0.10, 0.09, -0.12]}

=====

Version c
{"formula": "C5H9Cl", "method": "ωB97M-V with the def2-TZVPD basis set", "homo_lumo_gap_ev": 10.19, "smiles": "C/C=C(\\C)CCl", "charge": 0, "e_lumo_ev": 0.98, "homo_ev": -9.2, "elements": ["H", "H", "C", "H", "H", "Cl", "C", "H", "H", "C", "C", "H", "C", "H", "H"], "coordinates": [[-0.25, 2.15, 0.79], [3.60, -0.49, 0.55], [0.47, 0.06, 0.32], [1.36, -1.81, -0.14], [1.36, 2.08, 0.18], [-2.18, -0.16, -0.39], [0.40, 1.57, 0.11], [-1.19, -0.08, 1.73], [3.30, -0.90, -1.09], [-0.84, -0.48, 0.75], [2.91, -0.27, -0.31], [0.04, 1.75, -0.94], [1.52, -0.74, -0.01], [2.99, 0.79, -0.57], [-0.90, -1.57, 0.88]], "lowdin_charge": [0.08, 0.09, -0.37, 0.11, 0.06, 0.54, -0.08, 0.09, 0.06, -0.58, -0.10, 0.09, -0.12, 0.07, 0.07]}

=====

Q: Which of them is the least stable? A: version a.